1.
{
  "formula": "C14H31N5O5",
  "method": "ωB97M-V with the def2-TZVPD basis set",
  "smiles": "CCCN[C@]1(N)OC(=O)O[C@@H]1CNC.CNC(C)=O.CNC(C)=O",
  "e_lumo_ev": 0.29,
  "homo_energy_ha": -0.3168,
  "total_charge": 0,
  "gap_ev": 8.9,
  "fmax_ev_per_a": 5.006,
  "elements": ["C", "C", "C", "N", "C", "N", "O", "C", "O", "O", "C", "C", "N", "C", "H", "H", "H", "H", "H", "H", "H", "H", "H", "H", "H", "H", "H", "H", "H", "H", "H", "C", "C", "O", "N", "C", "H", "H", "H", "H", "H", "H", "H", "C", "C", "O", "N", "C", "H", "H", "H", "H", "H", "H", "H"],
  "xyz": [[1.467, 0.171, 1.634], [2.780, 0.429, 0.755], [2.588, 1.581, -0.384], [2.356, 2.945, 0.179], [0.945, 3.346, 0.303], [1.057, 4.870, 0.341], [0.182, 3.110, 1.510], [-0.998, 3.918, 1.229], [-1.754, 4.496, 2.015], [-1.218, 3.888, -0.203], [-0.124, 3.142, -0.855], [-0.826, 1.714, -1.116], [-2.181, 1.541, -0.520], [-2.171, 0.714, 0.716], [1.350, 0.989, 2.419], [0.532, -0.012, 1.013], [1.652, -0.807, 2.225], [2.975, -0.540, 0.154], [3.734, 0.593, 1.375], [1.859, 1.251, -1.193], [3.622, 1.626, -0.906], [2.714, 2.889, 1.158], [1.816, 5.067, 1.008], [1.306, 5.214, -0.602], [0.210, 3.594, -1.844], [-0.966, 1.628, -2.260], [-0.203, 0.805, -0.817], [-2.785, 1.083, -1.212], [-1.671, -0.315, 0.573], [-3.270, 0.506, 0.994], [-1.699, 1.216, 1.623], [0.320, -0.166, -5.249], [0.225, -0.726, -3.856], [0.675, -0.131, -2.884], [-0.382, -1.932, -3.691], [-0.972, -2.787, -4.699], [0.829, 0.798, -5.216], [0.897, -0.839, -5.887], [-0.679, -0.015, -5.663], [-0.405, -2.239, -2.728], [-2.025, -2.935, -4.449], [-0.461, -3.752, -4.671], [-0.892, -2.363, -5.697], [-0.033, -3.579, 5.077], [0.139, -3.235, 3.622], [1.184, -2.772, 3.183], [-0.910, -3.452, 2.783], [-2.217, -3.986, 3.099], [0.888, -3.350, 5.613], [-0.841, -2.987, 5.510], [-0.242, -4.645, 5.189], [-0.716, -3.196, 1.825], [-2.373, -4.888, 2.503], [-2.968, -3.242, 2.822], [-2.320, -4.228, 4.155]],
  "mulliken_charge": [-0.12, -0.71, -0.16, -0.16, 0.34, -0.54, -0.44, 0.60, -0.58, -0.40, -0.27, -0.22, -0.40, -0.70, 0.16, -0.16, 0.25, 0.30, 0.32, -0.04, 0.28, 0.39, 0.28, 0.28, 0.46, 0.16, 0.09, 0.36, 0.17, 0.35, 0.20, -1.44, 0.77, -0.59, -0.13, -0.90, 0.28, 0.43, 0.38, 0.21, 0.29, 0.30, 0.34, -1.37, 0.84, -0.66, -0.11, -0.85, 0.30, 0.38, 0.37, 0.17, 0.31, 0.27, 0.32]
}


2.
{
  "formula": "C13H14F3NO4P",
  "method": "ωB97M-V with the def2-TZVPD basis set",
  "e_lumo_ev": 3.06,
  "homo_energy_ha": -0.1994,
  "total_charge": -1,
  "gap_ev": 8.5,
  "fmax_ev_per_a": 6.051,
  "elements": ["N", "P", "C", "C", "O", "O", "C", "O", "O", "C", "C", "C", "F", "C", "F", "H", "H", "H", "H", "H", "H", "H", "H", "H", "F", "C", "C", "C", "C", "C", "C", "H", "H", "H", "H", "H"],
  "xyz": [[1.682, 2.810, -1.790], [0.450, 2.558, -0.783], [0.890, 1.548, 0.763], [-0.447, 1.743, 1.671], [-0.374, 1.818, 2.948], [-1.633, 1.777, 0.966], [0.979, -0.053, 0.680], [0.224, -0.775, -0.017], [2.021, -0.508, 1.572], [3.106, 0.446, 1.371], [3.749, 0.007, -0.041], [3.780, -1.596, -0.257], [4.454, -2.167, 0.885], [2.316, 1.838, 1.423], [3.039, 3.039, 1.101], [2.507, 2.344, -1.399], [0.005, 3.857, -0.328], [-0.620, 1.962, -1.518], [3.974, 0.452, 2.124], [3.179, 0.426, -0.932], [4.837, 0.360, -0.037], [4.344, -1.862, -1.232], [2.729, -2.029, -0.379], [2.119, 1.957, 2.558], [-4.306, -3.680, -2.540], [-4.125, -2.674, -1.662], [-2.848, -2.393, -1.203], [-2.659, -1.351, -0.299], [-3.753, -0.609, 0.142], [-5.032, -0.904, -0.323], [-5.219, -1.939, -1.235], [-2.010, -2.986, -1.551], [-1.662, -1.117, 0.061], [-3.605, 0.201, 0.850], [-5.883, -0.327, 0.025], [-6.207, -2.177, -1.614]],
  "mulliken_charge": [-0.92, 0.46, 1.14, 0.04, -0.71, -0.69, 0.06, -0.67, -0.40, 0.12, -0.61, -0.25, -0.34, -0.26, -0.40, 0.31, 0.11, 0.09, 0.45, 0.15, 0.42, 0.32, 0.16, 0.33, -0.33, 0.39, -0.63, 0.00, -0.54, -0.34, -0.44, 0.41, 0.38, 0.42, 0.36, 0.39]
}